[1]
A molecular structure, C3H7N3O2 at a distorted geometry. Source: the Open Molecules 2025 dataset; level of theory: the ωB97M-V functional and the def2-TZVPD basis.

Each line ends with the natural charge from an NBO analysis.
Atoms and positions in Å:
C1 2.66 -0.12 0.09  -0.26
C2 0.31 -0.04 0.05  0.65
C3 -2.28 -0.95 0.06  0.29
H1 2.52 0.37 1.08  0.20
H2 3.41 -0.96 0.16  0.19
H3 3.08 0.61 -0.73  0.19
H4 -0.67 -1.91 0.13  0.40
H5 -2.59 -1.97 0.16  0.16
H6 -2.63 0.82 -0.39  0.36
H7 -0.75 2.85 -0.50  0.48
N1 -0.83 -0.92 0.16  -0.68
N2 -3.11 -0.02 -0.14  -0.65
N3 0.34 1.19 -0.10  -0.26
O1 1.43 -0.78 -0.25  -0.50
O2 -0.90 1.83 0.22  -0.57

## Properties
E   -433.10685 a.u.
Molecular weight   117.11 g mol⁻¹
Strongest force on any atom   0.12004 hartree/bohr
Lowest unoccupied orbital energy   0.3 eV
Highest occupied orbital energy   -9.09 eV
Net charge   0
Gap between HOMO and LUMO   9.43 eV

[2]
A molecular structure, C3H7N3O2S at a distorted geometry. Source: the Open Molecules 2025 dataset; level of theory: the ωB97M-V functional and the def2-TZVPD basis.

Each line ends with the natural charge from an NBO analysis.
Atoms and positions in Å:
C1 -0.57 0.84 -0.63  0.08
C2 0.09 -0.44 -0.91  0.10
C3 1.62 -0.58 0.84  -0.28
N1 -1.64 0.25 1.60  -1.02
N2 -0.82 -1.38 -0.28  -0.79
N3 0.10 1.92 -0.33  -0.70
O1 -3.26 -0.10 -0.32  -0.91
O2 1.43 -0.66 -0.52  -0.52
S1 -1.95 -0.10 0.25  2.00
H1 0.24 -0.54 -2.00  0.22
H2 1.79 0.47 1.18  0.16
H3 2.60 -1.20 1.06  0.19
H4 0.81 -1.19 1.27  0.23
H5 -1.25 -1.85 -1.03  0.38
H6 1.14 1.88 -0.43  0.41
H7 -0.33 2.67 0.26  0.44

## Properties
E   -831.23567 a.u.
Molecular weight   149.18 g mol⁻¹
Strongest force on any atom   0.06455 hartree/bohr
Lowest unoccupied orbital energy (alpha / beta)   -1.0 / -1.0 eV
Highest occupied orbital energy (alpha / beta)   -9.12 / -9.12 eV
Net charge   0
Gap between HOMO and LUMO (alpha / beta)   8.13 / 8.13 eV

[3]
A molecular structure, C3H7N3O4 at a distorted geometry. Source: the Open Molecules 2025 dataset; level of theory: the ωB97M-V functional and the def2-TZVPD basis.

Each line ends with the natural charge from an NBO analysis.
Atoms and positions in Å:
C1 1.11 -0.99 0.34  -0.22
C2 -0.01 -1.10 -0.73  -0.29
C3 1.01 0.64 0.66  0.80
H1 1.70 -1.37 -2.00  0.31
H2 2.57 0.07 -0.53  0.42
H3 0.87 -1.53 1.30  0.25
H4 -0.22 -2.26 -0.66  0.22
H5 0.15 -0.72 -1.76  0.25
H6 -2.32 -2.34 0.27  0.47
H7 -0.71 0.10 1.69  0.51
N1 2.30 -1.25 -0.62  -0.79
N2 -1.39 -0.44 -0.32  -0.02
N3 -1.59 0.87 -0.57  0.21
O1 -1.98 -1.03 0.81  -0.52
O2 -0.95 1.57 -1.30  -0.34
O3 -0.06 0.69 1.58  -0.72
O4 1.74 1.58 0.25  -0.54

## Properties
E   -583.28394 a.u.
Molecular weight   149.11 g mol⁻¹
Strongest force on any atom   0.19129 hartree/bohr
Lowest unoccupied orbital energy   -1.8 eV
Highest occupied orbital energy   -9.19 eV
Net charge   0
Gap between HOMO and LUMO   7.39 eV

[4]
C3H7N3O4 in the gas phase at a distorted geometry. Source: the Open Molecules 2025 dataset; level of theory: the ωB97M-V functional and the def2-TZVPD basis.

Each line ends with the natural charge from an NBO analysis.
Atoms and positions in Å:
N1 -0.87 1.65 -0.50  -0.83
C1 -0.59 0.23 -0.30  -0.18
C2 0.50 0.06 0.78  -0.29
N2 1.76 -0.13 0.10  0.07
O1 2.77 0.78 0.27  -0.51
N3 2.14 -1.25 -0.42  0.25
O2 1.23 -2.09 -0.42  -0.49
C3 -1.84 -0.57 0.04  0.77
O3 -2.94 -0.08 0.08  -0.58
O4 -1.62 -1.87 0.25  -0.68
H1 -1.55 1.94 0.22  0.38
H2 -1.40 1.78 -1.39  0.38
H3 -0.22 -0.21 -1.24  0.23
H4 0.57 1.00 1.28  0.25
H5 0.27 -0.73 1.48  0.24
H6 2.46 1.63 -0.28  0.49
H7 -0.68 -2.14 0.05  0.51

## Properties
E   -583.62406 a.u.
Molecular weight   149.11 g mol⁻¹
Strongest force on any atom   0.06682 hartree/bohr
Lowest unoccupied orbital energy   0.4 eV
Highest occupied orbital energy   -10.19 eV
Net charge   0
Gap between HOMO and LUMO   10.54 eV
SMILES string   N[C@@H](CN(O)N=O)C(=O)O

[5]
C3H7N3OS in the gas phase at a distorted geometry. Source: the Open Molecules 2025 dataset; level of theory: the ωB97M-V functional and the def2-TZVPD basis.

Each line ends with the natural charge from an NBO analysis.
Atoms and positions in Å:
N1 1.82 0.59 0.15  -0.81
C1 0.38 0.67 0.53  -0.13
C2 -0.32 1.90 -0.07  -0.11
O1 -0.95 1.36 -1.30  -0.38
N2 -1.15 -0.01 -1.09  -0.16
C3 -0.50 -0.43 -0.09  0.31
N3 -0.53 -1.71 0.42  -0.76
S1 -1.51 -2.98 -0.19  0.20
H1 2.13 -0.33 0.44  0.35
H2 1.90 0.64 -0.86  0.36
H3 0.36 0.67 1.63  0.21
H4 0.30 2.77 -0.40  0.21
H5 -1.13 2.26 0.55  0.19
H6 -0.20 -1.91 1.35  0.41
H7 -0.60 -3.49 -1.05  0.10

## Properties
E   -756.12264 a.u.
Molecular weight   133.18 g mol⁻¹
Strongest force on any atom   0.02907 hartree/bohr
Lowest unoccupied orbital energy   0.5 eV
Highest occupied orbital energy   -8.62 eV
Net charge   0
Gap between HOMO and LUMO   9.14 eV
SMILES string   N[C@H]1CON=C1NS

[6]
A molecular structure, C3H7N3OS at a distorted geometry. Source: the Open Molecules 2025 dataset; level of theory: the ωB97M-V functional and the def2-TZVPD basis.

Each line ends with the natural charge from an NBO analysis.
Atoms and positions in Å:
C1 0.08 -0.29 0.52  0.27
C2 0.99 0.05 -1.89  -0.54
C3 -0.62 0.40 -1.60  -0.23
H1 0.84 -1.33 2.91  0.35
H2 0.57 0.07 3.66  0.37
H3 1.56 0.97 -2.28  0.24
H4 0.97 -0.80 -2.57  0.22
H5 -0.63 1.41 -1.32  0.18
H6 -1.22 0.47 -2.64  0.22
H7 -1.73 0.31 1.28  0.45
N1 0.84 -0.24 2.68  -0.66
N2 -0.23 -0.10 1.73  -0.42
N3 -0.97 -0.49 -0.47  -0.14
O1 -2.13 -0.29 0.20  -0.59
S1 1.69 -0.15 -0.22  0.26

## Properties
E   -756.02664 a.u.
Molecular weight   133.18 g mol⁻¹
Strongest force on any atom   0.07747 hartree/bohr
Lowest unoccupied orbital energy   0.8 eV
Highest occupied orbital energy   -8.64 eV
Net charge   0
Gap between HOMO and LUMO   9.42 eV

[7]
A molecular structure, C3H7N3OS at a distorted geometry. Source: the Open Molecules 2025 dataset; level of theory: the ωB97M-V functional and the def2-TZVPD basis.

Each line ends with the natural charge from an NBO analysis.
Atoms and positions in Å:
C1 2.22 1.24 0.18  -0.73
C2 1.62 -0.06 -0.03  0.22
C3 -1.65 0.72 -0.21  0.21
H1 3.33 1.17 0.59  0.26
H2 1.57 1.79 0.82  0.26
H3 2.40 1.70 -0.97  0.27
H4 -2.56 1.38 -0.13  0.22
H5 -3.20 -0.70 -0.50  0.34
H6 -0.81 -1.79 -0.58  0.37
H7 -1.26 -2.29 0.91  0.36
N1 -0.44 1.01 -0.14  -0.23
N2 -2.10 -0.55 0.19  -0.46
N3 -1.64 -1.90 0.03  -0.64
O1 0.17 -0.20 -0.05  -0.41
S1 2.35 -1.50 -0.11  -0.03

## Properties
E   -755.99399 a.u.
Molecular weight   133.18 g mol⁻¹
Strongest force on any atom   0.15687 hartree/bohr
Lowest unoccupied orbital energy   0.1 eV
Highest occupied orbital energy   -8.80 eV
Net charge   0
Gap between HOMO and LUMO   8.87 eV

[8]
C3H7N3S in the gas phase at a distorted geometry. Source: the Open Molecules 2025 dataset; level of theory: the ωB97M-V functional and the def2-TZVPD basis.

Each line ends with the natural charge from an NBO analysis.
Atoms and positions in Å:
C1 -1.12 0.51 -2.10  -0.38
C2 -0.63 1.14 -0.94  -0.23
C3 -0.07 0.48 0.29  0.28
N1 0.73 1.16 1.01  -0.21
N2 1.11 0.57 2.27  -0.66
N3 -0.32 -0.93 0.44  -0.84
S1 0.90 -1.81 -0.29  0.17
H1 -1.51 1.10 -2.91  0.20
H2 -1.25 -0.60 -2.24  0.19
H3 -0.56 2.17 -1.12  0.22
H4 1.94 1.07 2.45  0.37
H5 1.08 -0.45 2.38  0.37
H6 -1.30 -1.30 0.21  0.40
H7 1.00 -3.11 0.56  0.11

## Properties
E   -680.84258 a.u.
Molecular weight   117.18 g mol⁻¹
Strongest force on any atom   0.09271 hartree/bohr
Lowest unoccupied orbital energy   0.4 eV
Highest occupied orbital energy   -8.37 eV
Net charge   0
Gap between HOMO and LUMO   8.80 eV
SMILES string   C=C/C(=N/N)NS

[9]
C3H7N3S in the gas phase at a distorted geometry. Source: the Open Molecules 2025 dataset; level of theory: the ωB97M-V functional and the def2-TZVPD basis.

Each line ends with the natural charge from an NBO analysis.
Atoms and positions in Å:
H1 2.17 0.05 -1.18  0.35
N1 1.30 0.50 -0.90  -0.72
C1 0.57 -0.27 -0.22  0.42
C2 1.11 -1.58 0.17  -0.67
N2 -0.71 -0.17 0.11  -0.64
C3 -1.90 0.77 0.04  0.25
N3 -2.13 1.99 0.29  -0.52
S1 -0.75 2.98 0.47  0.08
H2 0.93 -2.38 -0.64  0.24
H3 2.29 -1.56 0.43  0.24
H4 0.55 -2.02 1.21  0.20
H5 -0.94 -0.94 0.71  0.40
H6 -2.81 0.26 -0.05  0.18
H7 0.33 2.36 -0.44  0.18

## Properties
E   -680.86685 a.u.
Molecular weight   117.18 g mol⁻¹
Strongest force on any atom   0.09820 hartree/bohr
Lowest unoccupied orbital energy   0.6 eV
Highest occupied orbital energy   -8.58 eV
Net charge   0
Gap between HOMO and LUMO   9.15 eV
SMILES string   [H]/N=C(\C)N/C=N\S

[10]
C3H7N3S in the gas phase at a distorted geometry. Source: the Open Molecules 2025 dataset; level of theory: the ωB97M-V functional and the def2-TZVPD basis.

Each line ends with the natural charge from an NBO analysis.
Atoms and positions in Å:
H1 1.60 1.10 -1.23  0.35
N1 0.86 0.46 -1.10  -0.71
C1 0.59 0.21 0.11  0.48
C2 1.35 0.77 1.34  -0.68
N2 -0.52 -0.60 0.49  -0.65
C3 -1.38 -1.37 -0.30  0.25
N3 -1.97 -1.09 -1.38  -0.60
S1 -2.09 0.31 -2.22  0.19
H2 1.76 -0.05 1.94  0.23
H3 2.15 1.40 0.91  0.23
H4 0.62 1.31 1.98  0.23
H5 -0.54 -1.07 1.43  0.40
H6 -1.51 -2.38 0.05  0.17
H7 -0.91 1.01 -2.02  0.12

## Properties
E   -680.92245 a.u.
Molecular weight   117.18 g mol⁻¹
Strongest force on any atom   0.03807 hartree/bohr
Lowest unoccupied orbital energy   0.6 eV
Highest occupied orbital energy   -8.10 eV
Net charge   0
Gap between HOMO and LUMO   8.70 eV
SMILES string   [H]/N=C(\C)N/C=N\S

[11]
A gas-phase ion, C3H7N3S (charge +2) at a distorted geometry. Source: the Open Molecules 2025 dataset; level of theory: the ωB97M-V functional and the def2-TZVPD basis.

Each line ends with the natural charge from an NBO analysis.
Atoms and positions in Å:
C1 0.85 -1.19 0.43  0.19
C2 -1.26 0.09 -0.46  -0.06
C3 1.75 0.97 0.39  -0.48
N1 -0.27 -1.96 0.12  0.13
N2 -1.26 -1.29 -0.23  -0.17
N3 0.76 0.07 0.26  -0.15
S1 -2.42 1.17 0.29  0.41
H1 1.76 -1.89 0.68  0.31
H2 -1.14 0.41 -1.48  0.31
H3 2.34 0.82 -0.46  0.29
H4 1.28 1.90 0.62  0.26
H5 2.42 0.84 1.18  0.29
H6 -2.01 -1.78 -0.52  0.46
H7 -2.80 1.83 -0.81  0.21

## Properties
E   -680.08263 a.u.
Molecular weight   117.18 g mol⁻¹
Strongest force on any atom   0.11637 hartree/bohr
Lowest unoccupied orbital energy   -12.4 eV
Highest occupied orbital energy   -20.16 eV
Net charge   +2
Gap between HOMO and LUMO   7.79 eV

[12]
C3H7N3S2 in the gas phase at a distorted geometry. Source: the Open Molecules 2025 dataset; level of theory: the ωB97M-V functional and the def2-TZVPD basis.

Each line ends with the natural charge from an NBO analysis.
Atoms and positions in Å:
H1 1.01 2.92 -0.48  0.37
N1 1.46 1.94 -0.20  -0.69
C1 0.80 0.90 -0.44  0.56
N2 1.53 -0.27 -0.21  -0.81
S1 1.28 -1.91 -0.67  0.22
N3 -0.52 0.64 -0.93  -0.63
C2 -1.42 -0.09 -0.18  0.08
C3 -1.06 -0.46 1.06  -0.72
S2 -2.95 -0.38 -0.68  -0.09
H2 2.63 0.01 -0.28  0.43
H3 0.62 -2.27 0.50  0.09
H4 -0.65 0.91 -1.85  0.42
H5 -0.07 -1.22 1.16  0.23
H6 -0.72 0.41 1.71  0.26
H7 -1.94 -1.13 1.50  0.27

## Properties
E   -1079.05190 a.u.
Molecular weight   149.24 g mol⁻¹
Strongest force on any atom   0.18966 hartree/bohr
Lowest unoccupied orbital energy   0.1 eV
Highest occupied orbital energy   -8.51 eV
Net charge   0
Gap between HOMO and LUMO   8.58 eV
SMILES string   [H]/N=C(/NS)NC(C)=S

Question: molecular weight of number 8 (C3H7N3S)?
Answer: 117.18 g mol⁻¹

Question: What is the E in the twelfth record?
Answer: -1079.05190 a.u.